This record from the Open Molecules 2025 dataset describes a 2-piece molecular cluster, CH6N2S2 overall. The level of theory is ωB97M-V/def2-TZVPD.

Energy relative to the best compared isomer or geometry (same formula, charge and spin)   39.31 kJ/mol
LUMO level   0.27 eV
Calculated total energy   -25784.5016 eV
HOMO level   -9.604 eV
Kohn-Sham gap   9.87 eV
SMILES   [H]/N=C/N.SS

Positions of all 11 atoms, in Å:
H  0.92  2.16  0.92
N  1.07  1.16  0.89
C  0.06  0.53  1.31
N  0.09  -0.85  1.53
H  -0.86  1.02  1.63
H  -0.44  -1.42  0.88
H  1.05  -1.17  1.53
S  -1.58  -0.68  -2.23
S  0.28  -0.25  -3.04
H  -1.13  -1.32  -1.14
H  0.54  0.81  -2.27

Atom charges from the Löwdin analysis, given in e for atoms 1 to 6: atom 1 (H): 0.038, atom 2 (N): 0.074, atom 3 (C): -0.391, atom 4 (N): 0.045, atom 5 (H): 0.110, atom 6 (H): 0.047